*a*
Formula: C2H4INS
Source: the OMol25 dataset
Level of theory: wB97M-V/def2-TZVPD

Element x y z (Å)
C -0.0785 -0.5312 -0.1070
C 0.0961 0.7768 -0.0115
N -1.1178 -1.1118 0.5784
S -3.0258 1.7863 0.1066
I -3.0352 -0.4801 -0.0480
H 0.5330 -1.2090 -0.7410
H 0.6044 1.4112 -0.7230
H -0.5753 1.1898 0.6836
H -1.1303 -2.0571 0.4612

Output
Kohn-Sham gap   7.4 eV
Net charge   0
Highest occupied orbital energy   -8.26 eV

Mulliken atomic charge list, values in e, 2 entries:
1. C 0.17
2. C -0.79


*b*
Formula: C2H4INS
Source: the OMol25 dataset
Level of theory: wB97M-V/def2-TZVPD

Element x y z (Å)
H 2.1535 0.4965 1.5010
N 1.6788 0.5518 0.6089
C 0.6745 -0.1839 0.4022
C 0.0198 -0.1800 -0.9186
S -1.7027 1.0462 -0.6624
I -2.9789 -0.4350 0.7131
H -0.0087 -0.6478 1.0861
H -0.3946 -1.0447 -1.1321
H 0.5583 0.3969 -1.5983

Output
Kohn-Sham gap   8.2 eV
SMILES   [H]/N=C/CSI
Net charge   0
Highest occupied orbital energy   -8.85 eV

Mulliken atomic charge list, values in e, 2 entries:
1. H 0.25
2. N -0.56


In terms of stability, *b* leads; the second structure lies 43.8 kcal/mol higher.


*a*
Formula: C4H13N2OS
Source: the OMol25 dataset
Level of theory: wB97M-V/def2-TZVPD

Element x y z (Å)
N 0.3238 -0.8757 -1.6134
C 0.7801 -0.4121 -0.2999
C 1.6495 -1.5096 0.3911
S 0.8364 -3.0277 0.9768
C -0.3256 -0.0430 0.6563
N -1.2876 0.9334 0.1066
C -2.5177 0.3001 -0.3656
H 1.1366 -1.1649 -2.1368
H -0.2195 -1.7204 -1.4686
H 1.5044 0.4061 -0.4352
H 2.4359 -1.9200 -0.2547
H 2.1209 -1.0048 1.2464
H 0.1314 0.5445 1.4632
H -0.6944 -0.9742 1.0957
H -0.9006 1.5532 -0.5780
H -3.2415 0.3308 0.4482
H -2.4067 -0.5983 -0.9561
H -3.0513 1.0814 -0.9641
H 1.9086 2.8574 1.3175
H 0.7147 2.1810 0.5826
O 1.1026 3.0627 0.7881

Output
Kohn-Sham gap   6.1 eV
Net charge   -1
Highest occupied orbital energy   -2.61 eV

Mulliken atomic charge list, values in e, 2 entries:
1. N -0.68
2. C 0.83


*b*
Formula: C4H13N2OS
Source: the OMol25 dataset
Level of theory: wB97M-V/def2-TZVPD

Element x y z (Å)
C -1.2666 1.3175 -1.2611
N -0.6373 1.5398 0.0375
C 0.7289 0.9908 0.0437
C 1.7141 2.1305 0.3724
S 1.9075 3.3462 -1.0096
C 0.7762 -0.0740 1.1743
N 2.0128 -0.8486 1.0345
H -0.7698 1.5044 -2.2206
H -1.4531 0.2262 -1.3502
H -2.1903 1.8381 -1.5042
H -0.5822 2.5457 0.1630
H 1.1058 0.5561 -0.8938
H 2.6825 1.7625 0.7151
H 1.1642 2.6197 1.2090
H -0.1041 -0.7616 1.2094
H 0.4790 0.5198 2.0616
H 2.5243 -0.8269 1.9110
H 2.6552 -0.4198 0.3790
H -2.8267 -6.1208 -0.4614
H -4.1396 -5.5822 -1.0830
O -3.7807 -6.2634 -0.5265

Output
Kohn-Sham gap   5.2 eV
Net charge   -1
Highest occupied orbital energy   -2.58 eV

Mulliken atomic charge list, values in e, 2 entries:
1. C -0.97
2. N -0.44


*c*
Formula: C4H13N2OS
Source: the OMol25 dataset
Level of theory: wB97M-V/def2-TZVPD

Element x y z (Å)
C 0.3005 -0.2279 1.2500
N -1.1127 -0.2950 0.7505
C -1.9609 0.7148 1.4396
N -2.1457 2.0456 0.5940
C 1.3268 -0.5920 0.1925
C 1.4494 0.3922 -0.9036
S -0.0348 0.3716 -2.2005
H 0.4385 0.8215 1.7453
H 0.2577 -0.9995 1.9957
H -1.1331 -0.3642 -0.2939
H -1.5387 1.2477 2.3288
H -2.9316 0.4396 1.5354
H -2.8874 2.0551 -0.0042
H -1.3364 2.2071 0.0296
H 1.1773 -1.5854 -0.1233
H 2.2912 -0.6790 0.7629
H 1.6230 1.4198 -0.5002
H 2.3789 0.2187 -1.4397
H 0.7734 -1.9800 -2.0476
H 1.9391 -2.4028 -2.7688
O 1.1254 -2.8080 -2.3425

Output
Kohn-Sham gap   7.0 eV
Net charge   -1
Highest occupied orbital energy   -3.08 eV

Mulliken atomic charge list, values in e, 2 entries:
1. C -0.41
2. N -0.33


In terms of stability, *a* leads; the second structure lies 6.2 kcal/mol higher.


*a*
Formula: C15H16O4
Source: the OMol25 dataset
Level of theory: wB97M-V/def2-TZVPD

Element x y z (Å)
C -5.4156 -0.8750 -1.0627
O -4.1214 -0.3263 -0.8693
C -3.7474 -0.1575 0.4075
O -4.4374 -0.4454 1.3559
C -2.4072 0.4150 0.5162
C -1.6831 0.7348 1.6397
C -0.4589 1.2572 1.1827
C -0.5180 1.2184 -0.1855
C 0.4811 1.6356 -1.2213
O 1.7995 1.6255 -0.7434
C 2.3654 0.4252 -0.3847
C 1.7408 -0.8052 -0.4983
C 2.3902 -1.9736 -0.1098
C 1.6835 -3.2887 -0.2436
C 3.6770 -1.8892 0.3920
C 4.3042 -0.6583 0.5030
C 3.6703 0.5096 0.1228
C 4.3310 1.8479 0.2360
O -1.6887 0.7098 -0.5943
H -5.4800 -1.8659 -0.6078
H -5.5610 -0.9366 -2.1380
H -6.1723 -0.2323 -0.6077
H -2.0050 0.6049 2.6519
H 0.3612 1.6074 1.7746
H 0.3009 2.6770 -1.5149
H 0.3647 1.0043 -2.1140
H 0.7369 -0.8855 -0.8860
H 2.2915 -4.0980 0.1520
H 0.7367 -3.2684 0.2946
H 1.4666 -3.4985 -1.2906
H 4.1954 -2.7851 0.7000
H 5.3091 -0.6058 0.8963
H 4.4107 2.3106 -0.7465
H 5.3240 1.7537 0.6670
H 3.7319 2.5112 0.8579

Output
Kohn-Sham gap   9.2 eV
SMILES   COC(=O)c1ccc(COc2cc(C)ccc2C)o1
Net charge   0
Highest occupied orbital energy   -8.45 eV

Mulliken atomic charge list, values in e, 2 entries:
1. C -0.67
2. O -0.27


*b*
Formula: C15H16O4
Source: the OMol25 dataset
Level of theory: wB97M-V/def2-TZVPD

Element x y z (Å)
C 5.4423 2.4936 0.2855
C 4.6538 1.1907 0.3373
C 3.3245 1.3262 -0.4050
C 2.4156 0.1392 -0.2656
C 2.8093 -1.1452 -0.1943
C 1.8642 -2.2457 -0.0707
O 2.1961 -3.4172 0.0030
C 0.4619 -1.8001 -0.0468
C -0.5921 -2.7144 0.0564
C -1.8939 -2.2894 0.0753
C -2.1925 -0.9195 -0.0089
O -3.5132 -0.6094 0.0182
C -3.8984 0.7417 -0.0631
C -5.4186 0.8797 -0.0119
C -6.1743 -0.4032 0.1326
O -5.9298 1.9661 -0.0859
C -1.1653 0.0029 -0.1113
C 0.1577 -0.4411 -0.1301
O 1.1169 0.5128 -0.2302
H 6.3906 2.3834 0.8051
H 4.8851 3.2996 0.7575
H 5.6469 2.7757 -0.7449
H 5.2484 0.3950 -0.1120
H 4.4609 0.9193 1.3767
H 2.7833 2.2005 -0.0357
H 3.5205 1.4917 -1.4689
H 3.8549 -1.3995 -0.2294
H -0.3406 -3.7618 0.1200
H -2.7133 -2.9854 0.1543
H -3.5503 1.1990 -1.0002
H -3.4815 1.3246 0.7706
H -7.2422 -0.2085 0.1682
H -5.9363 -1.0549 -0.7052
H -5.8509 -0.9106 1.0387
H -1.3398 1.0641 -0.1790

Output
Kohn-Sham gap   9.5 eV
SMILES   CCCc1cc(=O)c2ccc(OCC(C)=O)cc2o1
Net charge   0
Highest occupied orbital energy   -9.00 eV

Mulliken atomic charge list, values in e, 2 entries:
1. C -1.38
2. C -0.18


In terms of stability, *b* leads; the second structure lies 5.1 kcal/mol higher.


*a*
Formula: C5H6O3
Source: the OMol25 dataset
Level of theory: wB97M-V/def2-TZVPD

Element x y z (Å)
O 2.6048 0.1008 -0.2046
C 1.4079 0.0437 -0.0891
O 0.5775 1.2034 0.0010
C -0.8884 1.3851 0.2918
C -1.8868 0.4948 -0.3507
C -1.7773 -0.7592 -0.3148
C -0.4753 -1.3578 0.3764
O 0.6944 -1.0957 -0.0387
H -1.3481 2.5049 0.3351
H -0.9318 1.2515 1.3767
H -3.1335 0.8575 -0.6190
H -2.7940 -1.5340 -0.4467
H -0.5992 -2.3985 0.3932
H -0.4872 -1.1892 1.4172

Output
Kohn-Sham gap   11.1 eV
SMILES   O=C1OCC=CCO1
Net charge   0
Highest occupied orbital energy   -10.53 eV

Mulliken atomic charge list, values in e, 2 entries:
1. O -0.49
2. C 0.68


*b*
Formula: C5H6O3
Source: the OMol25 dataset
Level of theory: wB97M-V/def2-TZVPD

Element x y z (Å)
C -1.6490 -1.5414 1.0824
C -0.5862 -0.7907 0.9325
C 0.7516 -0.7202 0.8443
O 1.6261 -1.0517 1.8088
O 1.2585 0.0448 -0.1320
C 0.1603 0.8172 -0.7574
C 0.5330 2.0374 -1.1760
O -0.7901 0.0807 -1.3882
H -1.6705 -2.5968 0.8342
H -2.5884 -1.1313 1.4306
H 2.4743 -0.6319 1.6056
H 1.4722 2.4688 -0.8844
H -0.0219 2.5401 -1.9491
H -0.9700 0.4749 -2.2512

Output
Kohn-Sham gap   8.6 eV
SMILES   C=C=C(O)OC(=C)O
Net charge   0
Highest occupied orbital energy   -8.22 eV

Mulliken atomic charge list, values in e, 2 entries:
1. C -0.65
2. C 0.04


In terms of stability, *b* leads; the second structure lies 4.3 kcal/mol higher.


*a*
Formula: C5H6O3
Source: the OMol25 dataset
Level of theory: wB97M-V/def2-TZVPD

Element x y z (Å)
C 0.0106 1.1973 -0.0268
C 0.4556 0.2794 -1.1889
C 0.6944 -1.0784 -0.6758
C 0.0026 -1.1057 0.6446
C -0.5394 0.1509 0.9632
H -1.0563 2.5491 0.6555
H 0.9544 1.5494 0.6295
H 1.7383 -1.5310 -0.6485
H -0.1106 -1.9563 -1.1502
H -0.8913 -1.9274 0.4999
H 0.7647 -1.3934 1.4851
O -0.7450 2.0694 -0.4176
O 0.0851 0.4753 -2.4178
O -1.3633 0.7214 1.6478

Output
Kohn-Sham gap   9.1 eV
Net charge   0
Highest occupied orbital energy   -9.35 eV

Mulliken atomic charge list, values in e, 2 entries:
1. C 0.03
2. C 0.28


*b*
Formula: C5H6O3
Source: the OMol25 dataset
Level of theory: wB97M-V/def2-TZVPD

Element x y z (Å)
O 0.5677 -1.6169 1.1038
C 0.2372 -2.0739 0.0259
O -0.4444 -1.3751 -0.9245
C -0.4249 -0.0068 -0.9557
C -0.9707 0.5003 0.3677
C 0.1725 1.3421 0.8421
C 1.1947 1.1969 0.0530
O 0.8831 0.5334 -1.1033
H 0.4671 -3.0967 -0.5035
H -1.0621 0.1867 -1.8880
H -1.7576 1.1297 0.0642
H -1.4135 -0.1096 1.1464
H 0.2409 1.8293 1.8076
H 2.3099 1.5604 -0.0356

Output
Kohn-Sham gap   9.7 eV
SMILES   O=CO[C@H]1CC=CO1
Net charge   0
Highest occupied orbital energy   -8.81 eV

Mulliken atomic charge list, values in e, 2 entries:
1. O -0.46
2. C 0.24


*c*
Formula: C5H6O3
Source: the OMol25 dataset
Level of theory: wB97M-V/def2-TZVPD

Element x y z (Å)
C 1.2240 1.5171 -0.2644
O 0.0723 2.0082 0.4205
C 0.1981 0.6577 0.4099
C 0.3575 -0.4040 1.5377
O -0.3408 -1.4586 0.8375
C -0.5144 -0.5860 -0.3466
C -1.5645 -0.8563 -1.3090
O -0.1620 -1.0578 -1.6096
H 2.2203 1.4527 0.2406
H 1.2777 1.4970 -1.3662
H 1.5055 -0.7346 1.7845
H -0.1551 -0.1875 2.6347
H -2.1847 -1.7523 -1.0134
H -1.9340 -0.0956 -1.9562

Output
Kohn-Sham gap   10.9 eV
SMILES   C1O[C@]12CO[C@@]21CO1
Net charge   0
Highest occupied orbital energy   -9.94 eV

Mulliken atomic charge list, values in e, 2 entries:
1. C -0.44
2. O -0.48


In terms of stability, *b* leads; the second structure lies 66.8 kcal/mol higher.


*a*
Formula: C18H17ClN2O5S
Source: the OMol25 dataset
Level of theory: wB97M-V/def2-TZVPD

Element x y z (Å)
O 2.1155 -1.7474 -0.9395
C 1.1412 -1.0300 -0.8155
C -0.0831 -1.2571 -1.6571
C -0.9019 -2.3600 -1.4307
C -1.9718 -2.6211 -2.2631
C -2.2559 -1.7926 -3.3452
Cl -3.5790 -2.1932 -4.3616
C -1.4263 -0.6926 -3.5818
N -1.6291 0.2310 -4.6778
O -0.6730 0.8987 -5.0088
O -2.7255 0.3005 -5.1787
C -0.3434 -0.4408 -2.7438
N 1.1045 0.0168 0.0450
C -0.1173 0.7422 0.3220
C -1.0200 0.0615 1.3300
C -0.7681 -1.2115 1.8198
C -1.6297 -1.7937 2.7354
C -2.7494 -1.1086 3.1707
C -3.0034 0.1661 2.6901
C -2.1441 0.7471 1.7768
C 2.3108 0.2165 0.8457
C 3.3378 1.0686 0.0696
C 2.8702 2.5053 0.0783
S 2.2305 2.6995 1.7812
O 0.9331 3.3256 1.7568
O 3.2257 3.2867 2.6293
C 2.0719 0.9102 2.1677
H -0.6949 -3.0195 -0.6029
H -2.6002 -3.4793 -2.0884
H 0.2887 0.4056 -2.9728
H 0.1217 1.7441 0.6860
H -0.6744 0.8628 -0.6118
H 0.1081 -1.7557 1.4977
H -1.4206 -2.7848 3.1098
H -3.4191 -1.5627 3.8850
H -3.8714 0.7096 3.0312
H -2.3343 1.7444 1.4094
H 2.7424 -0.7827 0.9939
H 3.4506 0.6731 -0.9400
H 4.3007 0.9938 0.5769
H 2.0516 2.6958 -0.6085
H 3.6677 3.2242 -0.0695
H 2.8617 0.6859 2.8777
H 1.1015 0.7179 2.6116

Output
Kohn-Sham gap   8.9 eV
SMILES   O=C(c1ccc(Cl)c([N+](=O)[O-])c1)N(Cc1ccccc1)[C@H]1CCS(=O)(=O)C1
Net charge   0
Highest occupied orbital energy   -9.67 eV

Mulliken atomic charge list, values in e, 2 entries:
1. O -0.65
2. C -0.08


*b*
Formula: C18H17ClN2O5S
Source: the OMol25 dataset
Level of theory: wB97M-V/def2-TZVPD

Element x y z (Å)
C -5.8191 -0.2146 0.9220
O -4.7409 0.4212 1.5701
C -3.4907 0.1989 0.9816
C -2.9432 -1.2215 1.2264
N -1.6082 -1.3506 0.6801
C -0.4970 -1.0409 1.4007
S -0.7296 -0.4579 3.0483
C 0.8581 0.4574 3.2377
C 0.8201 1.6742 2.3987
C 0.5564 2.9872 2.7022
C 0.5788 3.6853 1.4802
C 0.8440 2.7469 0.5104
C 0.9362 2.8776 -0.9455
O 0.8657 3.9264 -1.5373
O 1.0890 1.6767 -1.5228
C 1.1888 1.6355 -2.9389
O 0.9918 1.5320 1.0764
N 0.7107 -1.1224 0.9756
C 0.9250 -1.4543 -0.3285
C 2.2332 -1.4659 -0.8217
C 2.4442 -1.7694 -2.1472
Cl 4.0522 -1.7615 -2.7737
C 1.3879 -2.0776 -3.0081
C 0.1011 -2.0693 -2.5247
C -0.1468 -1.7564 -1.1864
C -1.5082 -1.7162 -0.6733
O -2.5102 -1.9578 -1.3134
H -5.8085 -1.2985 1.0749
H -5.8102 -0.0073 -0.1538
H -6.7234 0.1986 1.3644
H -3.5307 0.3781 -0.1035
H -2.8184 0.9300 1.4409
H -2.9279 -1.4371 2.2968
H -3.5689 -1.9528 0.7087
H 0.9324 0.7009 4.2942
H 1.6412 -0.2272 2.9179
H 0.3740 3.3939 3.6756
H 0.4172 4.7306 1.3181
H 0.3905 0.9966 -3.3173
H 2.1571 1.2095 -3.2023
H 1.0953 2.6439 -3.3470
H 3.0469 -1.2226 -0.1591
H 1.5909 -2.3144 -4.0403
H -0.7389 -2.2996 -3.1623

Output
Kohn-Sham gap   8.9 eV
SMILES   COCCn1c(SCc2ccc(C(=O)OC)o2)nc2cc(Cl)ccc2c1=O
Net charge   0
Highest occupied orbital energy   -8.60 eV

Mulliken atomic charge list, values in e, 2 entries:
1. C -0.70
2. O -0.42


In terms of stability, *b* leads; the second structure lies 69.3 kcal/mol higher.